Entry 1:
{"formula": "C43H47BF12INO31", "method": "ωB97M-V with the def2-TZVPD basis set", "species": ["C", "C", "O", "B", "O", "C", "C", "I", "N", "C", "O", "C", "C", "C", "O", "C", "C", "F", "F", "F", "C", "C", "C", "C", "C", "C", "H", "H", "H", "H", "H", "H", "H", "H", "H", "H", "H", "H", "H", "H", "H", "H", "H", "H", "H", "H", "O", "C", "O", "C", "C", "F", "O", "H", "H", "H", "O", "C", "O", "C", "C", "F", "O", "H", "H", "H", "O", "C", "O", "C", "C", "F", "O", "H", "H", "H", "O", "C", "O", "C", "C", "F", "O", "H", "H", "H", "O", "C", "O", "C", "C", "F", "O", "H", "H", "H", "O", "C", "O", "C", "C", "F", "O", "H", "H", "H", "O", "C", "O", "C", "C", "F", "O", "H", "H", "H", "O", "C", "O", "C", "C", "F", "O", "H", "H", "H", "O", "C", "O", "C", "C", "F", "O", "H", "H", "H"], "coordinates": [[3.3016, 0.4712, 3.1798], [2.5767, 0.8206, 1.8745], [1.3899, 1.6058, 2.0327], [0.2642, 0.9177, 2.4403], [0.2176, 0.4009, 3.7262], [-0.9710, 0.8233, 1.4526], [-2.3931, 0.8349, 1.9829], [-2.9848, 2.7318, 2.8182], [-3.1674, 0.6533, 0.7500], [-2.3822, 0.1446, -0.2484], [-2.6803, 0.0765, -1.4118], [-1.0802, -0.3609, 0.4402], [0.0580, -0.4097, -0.5876], [0.7558, -1.7518, -0.7315], [1.3666, -2.2041, 0.4716], [2.7275, -2.5298, 0.3816], [2.9352, -3.8862, 1.0440], [2.1904, -4.0666, 2.1229], [4.2201, -4.0539, 1.3726], [2.6288, -4.8780, 0.1824], [-1.5193, -1.7199, 0.9992], [-2.3895, -2.5428, 0.2778], [-2.8161, -3.7714, 0.7829], [-2.3861, -4.2164, 2.0278], [-1.4948, -3.4206, 2.7412], [-1.0703, -2.1954, 2.2283], [3.0569, 1.1305, 4.0005], [3.0446, -0.5527, 3.4616], [4.3646, 0.4476, 2.9790], [3.2487, 1.4141, 1.2603], [2.3892, -0.0917, 1.3151], [0.7799, -0.3706, 3.8476], [-0.8922, 1.6929, 0.7950], [-2.5912, 0.0894, 2.7375], [-3.8304, 1.3729, 0.5070], [-0.3166, -0.1626, -1.5784], [0.8223, 0.3368, -0.3805], [1.4421, -1.6906, -1.5742], [-0.0047, -2.4835, -1.0098], [3.0794, -2.6403, -0.6398], [3.3489, -1.8240, 0.9336], [-2.7620, -2.2629, -0.6955], [-3.4991, -4.3813, 0.2107], [-2.7282, -5.1511, 2.4385], [-1.1431, -3.7558, 3.7047], [-0.3788, -1.6267, 2.8240], [-5.9832, 5.1626, 3.5058], [-5.5803, 5.2734, 4.6116], [-4.2767, 5.1577, 4.9741], [-4.1697, 5.4924, 6.3614], [-5.5760, 5.2382, 6.8535], [-5.9260, 6.0816, 7.8540], [-6.3551, 5.5229, 5.7059], [-3.8931, 6.5425, 6.4635], [-3.4231, 4.8733, 6.8516], [-5.7662, 4.2118, 7.1714], [2.4671, -1.3202, -4.8548], [1.3407, -1.6686, -4.9422], [0.3735, -1.3900, -4.0297], [-0.8753, -1.8631, -4.5465], [-0.4261, -2.9182, -5.5309], [-1.2588, -3.0106, -6.5940], [0.8296, -2.4204, -5.9580], [-1.3974, -1.0447, -5.0439], [-1.4997, -2.2558, -3.7471], [-0.2899, -3.9116, -5.0995], [3.6652, 4.9366, -1.6537], [2.8573, 5.0280, -0.7956], [2.8676, 5.9699, 0.1827], [1.6590, 5.8415, 0.9377], [1.2732, 4.4062, 0.6653], [-0.0743, 4.2360, 0.6490], [1.7865, 4.1967, -0.6393], [0.9121, 6.5380, 0.5535], [1.8367, 6.0458, 1.9901], [1.7104, 3.6779, 1.3460], [5.6010, 1.2160, 5.2575], [6.5786, 0.7317, 4.7993], [6.5985, -0.3426, 3.9821], [7.9434, -0.5378, 3.5254], [8.7364, 0.1490, 4.6125], [9.8786, 0.7098, 4.1310], [7.8519, 1.1807, 5.0315], [8.0716, -0.0561, 2.5581], [8.1716, -1.5925, 3.4324], [8.9893, -0.4795, 5.4672], [10.6286, 3.6541, 0.0970], [9.8244, 3.7474, 0.9586], [9.7162, 4.7968, 1.8116], [8.5455, 4.6032, 2.6128], [8.3603, 3.1070, 2.5294], [7.0479, 2.7493, 2.5719], [8.8795, 2.8045, 1.2472], [7.7042, 5.1368, 2.1681], [8.7047, 4.9603, 3.6266], [8.9062, 2.5435, 3.2770], [8.0826, -1.1141, 0.3953], [9.1499, -1.6234, 0.4456], [9.9765, -1.7981, -0.6039], [11.2172, -2.3217, -0.1184], [10.7964, -2.9566, 1.1868], [11.7719, -2.8938, 2.1240], [9.7122, -2.1334, 1.5907], [11.9216, -1.5049, 0.0425], [11.6392, -3.0303, -0.8253], [10.4519, -3.9882, 1.0998], [-8.6220, -1.2396, -4.0771], [-7.5535, -1.2617, -3.5552], [-6.9529, -0.1865, -3.0018], [-5.7461, -0.6402, -2.3631], [-5.4648, -1.9222, -3.1072], [-4.8744, -2.8533, -2.3194], [-6.7703, -2.3637, -3.4530], [-5.9415, -0.8213, -1.3055], [-4.9494, 0.0921, -2.4591], [-4.8748, -1.7998, -4.0167], [-9.6749, -7.2520, -4.4754], [-10.1964, -6.1910, -4.4439], [-9.8213, -5.1182, -5.1824], [-10.7790, -4.0751, -4.9716], [-11.3665, -4.4576, -3.6344], [-12.6733, -4.1095, -3.5305], [-11.2587, -5.8692, -3.6468], [-11.5294, -4.1037, -5.7630], [-10.2988, -3.0995, -4.9605], [-10.8251, -4.0624, -2.7733], [-5.1447, 1.1001, -8.2259], [-6.0682, 1.3374, -7.5267], [-6.1848, 0.9351, -6.2346], [-7.3650, 1.5361, -5.6885], [-8.1774, 1.8201, -6.9278], [-8.9362, 2.9350, -6.7983], [-7.1719, 2.0466, -7.9024], [-7.0980, 2.4563, -5.1670], [-7.8617, 0.8636, -5.0004], [-8.8125, 0.9942, -7.2522]], "forces_ev_per_a": [[-0.5, -0.7, -0.6], [1.0, 0.5, 0.5], [-0.4, -0.7, -0.6], [0.0, 0.2, 0.5], [-0.3, -0.5, -0.5], [0.2, -0.2, 0.4], [-0.1, 1.0, -0.6], [0.1, -0.2, 0.2], [0.0, 0.0, 0.2], [0.2, -0.1, 0.9], [-0.2, 0.0, -0.8], [-0.7, 0.2, -0.8], [0.7, -0.3, 0.1], [-0.8, -0.1, -0.4], [0.4, 0.4, -0.2], [-0.2, -0.5, 0.6], [-0.1, -0.1, -0.9], [-0.1, 0.1, 0.5], [0.4, 0.0, 0.2], [-0.1, -0.1, 0.0], [0.3, -0.4, 0.3], [-0.1, -0.4, 0.2], [0.2, 0.1, 0.2], [0.3, 0.6, -0.1], [-0.2, 0.1, -0.3], [-0.2, -0.4, 0.2], [0.1, 0.3, 0.0], [-0.1, 0.0, 0.3], [0.2, 0.2, 0.2], [0.0, 0.2, -0.1], [-0.4, 0.0, -0.1], [0.3, 0.3, 0.4], [0.1, 0.2, 0.0], [-0.1, -0.2, 0.1], [-0.3, -0.2, 0.0], [-0.2, 0.0, -0.1], [0.0, 0.3, 0.2], [0.3, 0.0, 0.1], [0.1, -0.2, 0.0], [0.1, 0.2, -0.2], [0.1, 0.2, -0.1], [0.0, 0.2, -0.1], [-0.1, 0.0, -0.1], [-0.1, -0.2, 0.0], [0.1, 0.0, 0.1], [0.0, 0.1, -0.1], [0.0, 0.1, 0.0], [0.0, 0.1, -0.1], [-0.1, 0.0, 0.1], [0.3, -0.1, 0.0], [-0.1, 0.3, 0.0], [0.0, 0.0, -0.1], [0.1, -0.3, 0.0], [-0.1, 0.0, 0.1], [0.0, -0.1, -0.2], [0.0, 0.0, 0.1], [0.0, 0.0, 0.0], [0.1, 0.1, 0.0], [-0.1, -0.1, -0.1], [-0.2, 0.1, 0.3], [0.0, 0.2, -0.2], [0.1, 0.0, 0.0], [0.0, -0.2, 0.3], [0.0, -0.1, -0.1], [0.2, 0.0, 0.1], [-0.1, -0.1, -0.1], [0.0, 0.0, 0.0], [0.0, 0.1, -0.1], [-0.1, -0.1, 0.0], [0.0, 0.2, 0.1], [-0.1, 0.1, -0.1], [0.0, 0.0, -0.1], [0.2, 0.0, 0.2], [-0.1, -0.1, 0.0], [0.2, 0.0, 0.0], [-0.1, -0.1, 0.0], [0.1, 0.1, 0.1], [-0.2, 0.1, -0.1], [0.1, 0.0, 0.1], [0.0, -0.2, 0.1], [-0.1, 0.2, -0.1], [0.0, 0.0, 0.1], [0.0, -0.5, 0.2], [0.1, 0.1, 0.0], [-0.2, -0.1, 0.0], [0.1, 0.0, 0.0], [0.0, 0.0, 0.0], [0.0, 0.1, -0.1], [-0.1, -0.1, 0.0], [0.0, 0.2, 0.1], [-0.3, 0.1, -0.3], [0.1, -0.1, 0.0], [0.2, 0.0, 0.2], [-0.1, -0.1, 0.0], [0.2, 0.0, -0.1], [-0.1, 0.0, 0.1], [0.0, 0.0, 0.1], [0.0, 0.1, -0.1], [0.1, -0.1, 0.1], [0.1, -0.1, -0.2], [0.1, 0.2, 0.2], [-0.1, 0.0, 0.0], [-0.1, -0.3, -0.4], [0.0, 0.0, 0.1], [-0.2, 0.0, -0.1], [0.1, 0.0, 0.1], [-0.1, 0.0, 0.0], [-0.1, 0.0, 0.1], [0.1, -0.3, 0.0], [0.3, 0.4, 0.1], [0.0, -0.1, 0.2], [-0.1, 0.0, 0.0], [0.1, 0.2, -0.2], [0.0, -0.2, 0.0], [-0.1, 0.1, -0.1], [0.1, -0.1, 0.0], [0.0, 0.0, 0.0], [0.0, -0.1, -0.1], [-0.1, 0.0, 0.1], [0.2, 0.3, -0.1], [-0.2, -0.2, -0.1], [0.0, -0.1, 0.0], [0.3, 0.1, 0.1], [-0.1, -0.1, 0.1], [0.2, -0.1, 0.0], [-0.1, 0.1, 0.0], [0.0, 0.0, 0.0], [0.1, 0.1, 0.0], [-0.2, 0.0, 0.0], [-0.1, -0.1, 0.3], [0.2, 0.3, -0.1], [0.1, 0.0, -0.1], [-0.1, -0.3, 0.0], [-0.1, 0.1, -0.1], [0.1, -0.1, -0.1], [-0.1, 0.1, 0.0]], "mulliken_charge": [-1.4529, 1.0193, -0.2192, 0.9215, -0.8128, -0.7286, -1.0821, 0.0302, -0.0853, -0.3156, -0.6390, 2.1057, -0.7379, -1.0547, -0.0020, -0.5572, 0.8715, -0.2212, -0.2727, -0.2816, -0.5886, -0.3142, -0.8970, -0.8022, -0.8820, 0.1576, 0.4929, 0.3004, 0.2533, 0.6117, -1.0987, 0.2333, 0.2768, 0.5025, 0.4710, 0.5757, 0.1868, 0.7499, 0.1781, 0.3584, 0.1971, 0.6086, 0.5326, 0.4264, 0.4651, 0.4164, -0.4717, 0.6041, -0.2408, -0.4070, 0.3005, -0.2806, -0.3131, 0.2667, 0.2718, 0.2802, -0.5016, 0.5688, -0.1914, -0.0768, 0.3201, -0.2777, -0.3410, 0.2278, -0.0162, 0.3059, -0.5059, 0.5844, -0.3330, -0.3954, 0.7751, -0.3112, -0.2961, 0.2656, 0.3193, -0.0558, -0.5078, 0.6695, -0.3137, 0.2157, 0.1695, -0.2801, -0.3329, -0.1003, 0.1925, 0.3204, -0.5059, 0.5692, -0.3315, -0.4633, 0.6520, -0.3006, -0.2549, 0.2947, 0.3066, 0.0088, -0.4659, 0.6462, -0.3209, -0.4466, 0.2997, -0.2781, -0.2327, 0.2853, 0.2714, 0.2690, -0.5583, 0.6062, -0.3381, -0.1391, 0.3995, -0.2773, -0.3221, 0.2054, 0.1291, 0.3033, -0.4942, 0.6557, -0.3182, -0.2312, 0.3431, -0.2810, -0.3191, 0.2559, 0.1321, 0.2633, -0.4999, 0.5756, -0.2269, -0.1294, 0.3348, -0.2832, -0.3275, 0.2293, 0.0256, 0.2796], "e_tot_ha": -5575.11244, "homo_lumo_gap_ev": 9.65, "mol_weight_g_mol": 1439.5}

Entry 2:
{"formula": "C43H47GeInN4O4S", "method": "ωB97M-V with the def2-TZVPD basis set", "species": ["In", "C", "C", "N", "N", "C", "N", "S", "C", "C", "C", "C", "C", "N", "H", "H", "H", "H", "H", "H", "H", "H", "H", "C", "C", "C", "O", "C", "C", "O", "C", "O", "C", "C", "C", "C", "C", "C", "C", "C", "C", "C", "C", "C", "C", "O", "C", "C", "C", "C", "C", "C", "C", "C", "C", "C", "C", "C", "H", "H", "H", "H", "H", "H", "H", "H", "H", "H", "H", "H", "H", "H", "H", "H", "H", "H", "H", "H", "H", "H", "H", "H", "H", "H", "H", "H", "C", "Ge", "C", "C", "C", "H", "H", "H", "H", "H", "H", "H", "H", "H", "H"], "coordinates": [[-0.5483, 0.3447, -0.7618], [1.3210, -0.6994, 3.9844], [1.2269, 0.3455, 2.8951], [0.1382, 0.9876, 2.6628], [-0.9550, 0.6434, 3.4018], [-1.8984, 1.5626, 3.3967], [-3.0573, 1.1468, 4.0554], [-1.8779, 3.1579, 2.7814], [2.4356, 0.5972, 2.0949], [3.4716, -0.3252, 2.1446], [4.6836, -0.1924, 1.4916], [4.8234, 0.9506, 0.7048], [3.8169, 1.8580, 0.6070], [2.6041, 1.7687, 1.3052], [0.5241, -0.5181, 4.7014], [2.2867, -0.6655, 4.4899], [1.1766, -1.7056, 3.5790], [-3.1892, 0.1449, 4.0206], [-3.8592, 1.6865, 3.7767], [3.2879, -1.2153, 2.7290], [5.4502, -0.9511, 1.5550], [5.7176, 1.1401, 0.1229], [3.8993, 2.7202, -0.0333], [-0.7484, -6.1146, -2.9829], [-1.2848, -4.7121, -3.1883], [-2.1599, -4.6258, -4.4387], [-0.2113, -3.7891, -3.3042], [-0.4094, -2.6707, -2.4088], [-1.8710, -2.9130, -1.9513], [-1.9931, -4.3371, -2.0385], [-2.5197, -2.2782, -0.6940], [-2.3136, -0.9271, -0.7910], [-2.0882, -2.8765, 0.6618], [-1.8791, -2.0098, 1.7283], [-1.5766, -2.4864, 2.9964], [-1.4858, -3.8527, 3.2276], [-1.6940, -4.7290, 2.1730], [-1.9896, -4.2474, 0.9052], [-4.0593, -2.5365, -0.7991], [-4.6448, -3.8013, -0.8774], [-6.0226, -3.9479, -0.9640], [-6.8508, -2.8333, -0.9642], [-6.2795, -1.5724, -0.8798], [-4.8997, -1.4276, -0.8033], [0.8042, -2.4857, -1.4511], [0.5029, -1.5367, -0.5128], [2.0203, -2.0000, -2.2920], [3.0645, -1.4129, -1.5754], [4.2002, -0.9511, -2.2156], [4.3161, -1.0491, -3.5991], [3.2815, -1.6162, -4.3226], [2.1441, -2.0936, -3.6742], [1.2671, -3.7901, -0.7694], [1.8916, -4.8205, -1.4730], [2.3650, -5.9472, -0.8172], [2.2357, -6.0563, 0.5628], [1.6351, -5.0264, 1.2714], [1.1580, -3.9008, 0.6108], [-0.0809, -6.3816, -3.8039], [-1.5767, -6.8254, -2.9547], [-0.1982, -6.1594, -2.0451], [-1.5614, -4.8685, -5.3184], [-2.5584, -3.6197, -4.5618], [-2.9915, -5.3289, -4.3644], [-0.4205, -1.7573, -3.0138], [-2.4724, -2.4734, -2.7583], [-1.9493, -0.9424, 1.5714], [-1.4001, -1.7634, 3.7837], [-1.2448, -4.2289, 4.2162], [-1.6004, -5.7991, 2.3259], [-2.1069, -4.9513, 0.0962], [-4.0239, -4.6838, -0.8763], [-6.4503, -4.9429, -1.0263], [-7.9274, -2.9485, -1.0255], [-6.9099, -0.6900, -0.8713], [-4.4327, -0.4544, -0.7393], [2.9563, -1.3045, -0.5027], [4.9913, -0.4973, -1.6312], [5.2007, -0.6775, -4.1044], [3.3495, -1.6920, -5.4027], [1.3588, -2.5483, -4.2630], [2.0134, -4.7305, -2.5453], [2.8462, -6.7377, -1.3834], [2.6106, -6.9327, 1.0801], [1.5271, -5.0939, 2.3480], [0.6984, -3.0821, 1.1500], [2.0124, 3.8477, -1.8320], [1.8759, 4.3070, 0.0740], [0.2686, 5.3710, 0.3709], [3.4579, 5.4162, 0.5167], [1.7083, 2.7459, 1.1883], [2.0490, 4.7561, -2.4390], [1.1453, 3.2528, -2.1195], [2.9055, 3.2546, -2.0377], [0.1897, 6.1662, -0.3738], [0.2827, 5.8146, 1.3672], [-0.6058, 4.7221, 0.3115], [3.2465, 6.4616, 0.2796], [4.3389, 5.1108, -0.0513], [3.6929, 5.3435, 1.5797], [0.7570, 2.5771, 1.6676]], "forces_ev_per_a": [[0.0, 0.0, 0.0], [0.0, 0.0, 0.0], [0.1, -0.1, -0.1], [0.0, 0.1, 0.1], [0.0, 0.1, -0.1], [0.0, 0.0, 0.1], [0.0, 0.0, 0.0], [0.0, 0.0, 0.0], [0.0, 0.1, 0.0], [0.0, 0.0, 0.0], [0.0, 0.0, 0.0], [0.0, 0.0, 0.0], [0.0, 0.0, 0.1], [0.0, -0.1, 0.0], [0.0, 0.0, 0.0], [0.0, 0.0, 0.0], [0.0, 0.0, 0.0], [0.0, 0.0, 0.0], [0.0, 0.0, 0.0], [0.0, 0.0, 0.0], [0.0, 0.0, 0.0], [0.0, 0.0, 0.0], [0.0, 0.0, 0.0], [0.0, 0.0, 0.0], [0.0, 0.0, 0.0], [0.0, 0.0, 0.0], [0.0, 0.1, 0.0], [0.0, 0.0, 0.0], [0.0, 0.0, 0.0], [0.0, 0.0, 0.0], [0.0, 0.0, 0.0], [0.0, 0.0, 0.0], [0.0, 0.0, 0.0], [0.0, 0.0, 0.0], [0.0, 0.0, 0.0], [0.0, 0.0, 0.0], [0.0, 0.0, 0.0], [0.0, 0.0, 0.0], [0.0, 0.0, 0.0], [0.0, 0.0, 0.0], [0.0, 0.0, 0.0], [0.0, 0.0, 0.0], [0.0, 0.0, 0.0], [0.0, 0.0, 0.0], [0.0, 0.1, 0.0], [0.1, -0.1, 0.0], [0.0, 0.0, 0.1], [0.0, 0.0, 0.0], [0.0, 0.0, 0.0], [0.0, 0.0, 0.0], [0.0, 0.0, 0.0], [0.0, 0.0, 0.0], [0.0, 0.0, 0.0], [0.0, 0.0, 0.0], [0.0, 0.0, 0.0], [0.0, 0.0, 0.0], [0.0, 0.0, 0.0], [0.0, 0.0, 0.0], [0.0, 0.0, 0.0], [0.0, 0.0, 0.0], [0.0, 0.0, 0.0], [0.0, 0.0, 0.0], [0.0, 0.0, 0.0], [0.0, 0.0, 0.0], [0.0, 0.0, 0.0], [0.0, 0.0, 0.0], [0.0, 0.0, 0.0], [0.0, 0.0, 0.0], [0.0, 0.0, 0.0], [0.0, 0.0, 0.0], [0.0, 0.0, 0.0], [0.0, 0.0, 0.0], [0.0, 0.0, 0.0], [0.0, 0.0, 0.0], [0.0, 0.0, 0.0], [0.0, 0.0, 0.0], [0.0, 0.0, 0.0], [0.0, 0.0, 0.0], [0.0, 0.0, 0.0], [0.0, 0.0, 0.0], [0.0, 0.0, 0.0], [0.0, 0.0, 0.0], [0.0, 0.0, 0.0], [0.0, 0.0, 0.0], [0.0, 0.0, 0.0], [0.0, 0.0, 0.0], [0.0, 0.0, 0.0], [0.0, 0.0, 0.0], [0.0, 0.0, 0.0], [0.0, 0.0, 0.0], [0.0, 0.0, 0.0], [0.0, 0.0, 0.0], [0.0, 0.0, 0.0], [0.0, 0.0, 0.0], [0.0, 0.0, 0.0], [0.0, 0.0, 0.0], [0.0, 0.0, 0.0], [0.0, 0.0, 0.0], [0.0, 0.0, 0.0], [0.0, 0.0, 0.0], [0.0, 0.0, 0.1]], "mulliken_charge": [0.1641, -2.2111, 0.9299, 0.3170, -0.8645, 0.0452, -0.5671, -0.5163, 1.0710, -0.7235, -0.9946, -0.7742, -0.1551, 0.6543, 0.5742, 0.5178, 0.1496, 0.2775, 0.2356, 0.2157, 0.3038, 0.4343, 0.0332, -1.8574, 1.4810, -1.9148, -0.3948, -0.5332, -1.8444, -0.1729, 2.9675, -1.0270, -0.1860, -0.5288, -0.7275, -0.8651, -0.9836, 0.6093, -0.1803, 0.2665, -1.1573, -0.4494, -0.7600, -0.8092, 1.2699, 0.3893, -0.1105, -0.4238, -0.3815, -0.6682, -0.9475, 0.0328, 0.4916, -0.5054, -0.6445, -0.8749, -0.5007, -0.2024, 0.3664, 0.4333, 0.3457, 0.3967, 0.3951, 0.3687, 1.2757, 0.3815, 0.6511, 0.4099, 0.3963, 0.3598, 0.1072, 0.2384, 0.3877, 0.3628, 0.4030, 0.4005, 0.2293, 0.2806, 0.3634, 0.4031, 0.3982, 0.4416, 0.3860, 0.3654, 0.4680, -0.0528, -1.1452, 0.5854, -1.1999, -1.3351, -0.9223, 0.4477, 0.2366, 0.4009, 0.3767, 0.3359, 0.2701, 0.4299, 0.3899, 0.3878, 0.8057], "relative_energy_kj_mol": 14.23, "e_tot_ha": -4851.99134, "homo_lumo_gap_ev": 5.47, "total_charge": -2, "mol_weight_g_mol": 903.4}